No. 1
ORCA calculation (ωB97M-V/def2-TZVPD) on a molecular structure, C29H44N4O3S2SbSe4SiY.

* ΔE to the lowest compared entry with this formula, charge and spin: 109.5 kJ/mol
* E: -341409.6762 eV
* spin multiplicity: 1
* HOMO-LUMO gap: 5.24 eV
* net charge: -2
* HOMO level: -1.797 eV

Geometry (Å):
Sb  2.09284  2.02701  3.90123
Y  0.68161  0.16820  -0.73261
Se  0.34223  3.60774  4.31204
Se  1.42680  1.05773  1.36701
Se  1.92731  -0.15730  5.04978
Se  4.30512  2.94826  3.52060
S  3.33139  -0.78433  -1.79078
S  -1.60097  -2.35228  0.92435
Si  -1.53955  2.06621  -1.20283
O  4.23761  -1.06865  -2.86302
O  2.71831  0.56574  -1.80917
O  -0.44613  -1.48336  0.52770
N  3.21041  -3.62368  -1.58228
N  5.31709  -0.50966  3.72696
N  0.92154  -3.63582  -2.27636
N  1.97520  -1.65893  -1.81273
C  2.06058  -2.99417  -1.88560
C  -1.33794  -3.88794  0.00657
C  4.11402  -0.96064  -0.23330
C  -1.67006  3.90686  0.97986
C  0.98204  -4.94811  -2.35099
C  -2.05788  0.05947  -3.19140
C  3.22824  -4.94182  -1.68334
C  0.40144  -3.15169  4.32080
C  5.66137  -0.06530  1.35801
C  2.12822  -5.68428  -2.06772
C  -2.23642  -3.23193  3.43622
C  -3.74500  0.18736  -1.44716
C  0.11224  -2.81307  3.01030
C  -0.61559  -3.54784  5.17757
C  -1.74779  4.72148  -2.60306
C  -3.75180  1.87202  -3.25348
C  -2.52327  2.81549  0.31457
C  3.50204  -1.69312  0.77639
C  -0.82320  3.53730  -2.31802
C  -1.20390  -2.87453  2.58186
C  3.96658  -1.62013  2.07086
C  -2.69235  1.71716  1.37957
C  5.22928  -0.18454  0.05308
C  -0.35638  2.98741  -3.67045
C  0.44674  4.07646  -1.63711
C  -2.84943  1.05906  -2.33248
C  4.99580  -0.73159  2.39685
C  -3.89638  3.41520  0.00210
C  -1.93315  -3.58626  4.74015
H  1.41442  -3.05478  4.68441
H  -0.48266  -4.43070  0.40555
H  -1.54103  -0.67977  -2.56635
H  -3.85596  4.15743  -0.79629
H  -2.65636  4.42421  -3.13064
H  0.94543  4.79268  -2.30426
H  5.65920  0.43924  3.85387
H  2.15350  -6.76190  -2.13966
H  -1.22672  5.45700  -3.23243
H  2.62389  -2.28716  0.55547
H  0.13566  3.78732  -4.23953
H  -3.15339  -0.43297  -0.76549
H  -0.38348  -3.78013  6.20844
H  -4.43924  0.76754  -0.83917
H  -1.30856  0.52495  -3.83058
H  -1.65482  4.82680  0.39352
H  0.24117  4.58516  -0.69895
H  -4.63067  2.65907  -0.28440
H  -4.28321  3.91916  0.89721
H  -2.24445  -4.48946  0.06632
H  -1.17477  2.60826  -4.28313
H  1.16563  3.28160  -1.40962
H  5.69749  0.40148  -0.72742
H  -4.48352  1.21432  -3.74679
H  -2.72732  -3.85668  5.42391
H  -4.31173  2.63355  -2.70761
H  -3.19190  2.37813  -4.04129
H  -3.26382  -3.21249  3.09236
H  -1.72058  1.29590  1.65755
H  -0.64108  3.58146  1.16083
H  -2.08590  4.14825  1.96497
H  -2.04522  5.23662  -1.69024
H  0.38100  2.18638  -3.55267
H  -3.12822  2.14926  2.28808
H  -1.13743  -3.58460  -1.02083
H  0.06655  -5.45162  -2.65628
H  4.48073  -0.60306  4.30877
H  0.87844  -2.42590  2.35158
H  3.43640  -2.12122  2.86933
H  -2.73559  -0.51275  -3.84189
H  -3.34563  0.90803  1.04792
H  4.17043  -5.42307  -1.43594
H  -4.34331  -0.48866  -2.07613
H  6.45782  0.62791  1.59705

---

No. 2
ORCA calculation (ωB97M-V/def2-TZVPD) on a molecular structure, C12H24ClIN4O2PPm.

* ΔE to the lowest compared entry with this formula, charge and spin: 238.8 kJ/mol
* E: -69339.3068 eV
* spin multiplicity: 5
* HOMO-LUMO gap (alpha / beta): 4.76 / 4.80 eV
* net charge: +2
* HOMO level (alpha / beta): -14.966 / -14.970 eV

Geometry (Å):
Pm  -0.86613  0.90760  -0.38949
I  0.87137  3.44358  -0.51697
Cl  -3.34134  0.69443  -0.84641
P  0.05704  1.05992  -3.20196
O  2.99063  0.75251  -0.96041
O  1.53652  -1.42734  -1.79862
N  -0.02723  0.58949  4.00963
N  -1.29915  -1.44682  3.39818
N  1.17632  -1.46335  3.33103
N  -0.07923  -0.18552  1.66098
C  1.12807  -1.00875  1.92934
C  1.69484  1.60158  -3.79871
C  -1.29592  -1.00819  1.98394
C  -0.79655  -1.98371  -1.99949
C  1.85428  0.84602  -0.78453
C  0.39689  -1.05022  -1.96679
C  -0.04470  1.00381  2.58647
C  -0.38496  -0.00870  -4.60952
C  -0.05870  -2.23872  3.62995
C  1.16954  -0.26882  4.22219
C  -0.89035  2.57827  -3.64521
C  -1.23183  -0.24034  4.26741
H  -1.52583  -1.67377  -2.76449
H  -0.93444  1.64079  2.41560
H  1.15694  -0.61715  5.26718
H  2.41653  0.78535  -3.71250
H  -0.41556  -2.98638  -2.25113
H  -0.03302  -2.53156  4.69232
H  -0.29516  0.58412  -5.52448
H  0.86760  1.57858  2.37227
H  -0.43891  3.46663  -3.18757
H  -2.12525  0.37092  4.08462
H  -0.86928  2.66717  -4.73916
H  2.07869  0.31666  4.02798
H  -1.27825  -1.90330  1.34362
H  2.04773  2.46357  -3.22660
H  2.01047  -0.39607  1.71149
H  -0.07555  -3.13237  2.99127
H  1.09188  -1.87987  1.26240
H  -2.20959  -0.41932  1.77980
H  0.28064  -0.87273  -4.66538
H  -1.41593  -0.35328  -4.50365
H  -1.35301  -2.05866  -1.03711
H  -1.92852  2.49292  -3.29898
H  1.58390  1.88595  -4.85350
H  -1.19549  -0.57492  5.31502

---

No. 3
ORCA calculation (ωB97M-V/def2-TZVPD) on a molecular structure, C45H53B2IrN10O2.

* E: -70712.8034 eV
* spin multiplicity: 2
* HOMO-LUMO gap (alpha / beta): 7.30 / 4.85 eV
* net charge: +1
* HOMO level (alpha / beta): -10.839 / -10.454 eV

Geometry (Å):
Ir  0.24610  -0.29098  -0.65377
O  -0.22593  0.16155  -2.52870
O  -2.36798  0.58255  -2.06486
N  2.24453  0.27820  -1.14794
N  -2.53835  -1.80919  0.48892
N  4.31159  2.76201  1.57308
N  -0.20459  1.45562  0.11026
N  1.02409  -0.66100  1.23321
N  3.00692  2.48273  1.81926
N  -1.01396  -2.89160  -0.84550
N  1.94329  0.22354  1.68083
N  2.84738  1.25692  -0.42197
N  0.78204  2.18577  0.68936
C  -1.31779  0.89374  3.57151
C  1.40501  -4.21741  0.15148
C  2.72352  -4.00562  0.89241
C  -6.26473  -2.43663  -0.53171
C  2.64017  2.95705  3.04474
C  -0.61804  1.63907  -6.38512
C  -1.89226  1.88902  -6.87857
C  -1.02781  3.46092  0.56126
C  2.41096  -3.09401  -3.30488
C  -1.34601  -3.62428  -5.02229
C  4.74106  3.42492  2.62719
C  -3.00363  1.72237  -6.06316
C  -0.45328  1.21658  -5.07586
C  2.83780  0.23952  -2.34034
C  0.00678  -2.77150  -3.10860
C  -2.84206  1.30797  -4.75125
C  1.34680  -3.51859  -1.18914
C  -1.88892  -0.33908  2.87641
C  3.72640  3.57884  3.59524
C  0.11757  -3.05421  -1.72783
C  -1.30893  2.21159  0.03109
C  1.19022  -2.75267  -3.85004
C  -5.28907  1.05359  1.92992
C  -3.17335  -0.08845  2.12631
C  -5.59513  0.29405  0.81823
C  2.43659  -0.20282  2.85429
C  0.29850  3.40546  0.95025
C  -5.56996  -0.55704  -2.05069
C  0.93155  -1.62840  2.14084
C  3.81857  1.81680  -1.15853
C  -2.60636  -2.48450  -3.23186
C  -4.08201  0.85919  2.57852
C  -2.87485  -3.15762  0.34500
C  2.48117  -3.50862  -1.98790
C  -1.56733  1.05221  -4.25661
C  1.16983  -5.71876  -0.07285
C  -1.43140  0.58534  -2.84969
C  -1.97103  -3.80687  -0.42810
C  -1.25773  -2.53645  -3.93466
C  -2.06415  -1.49479  3.86520
C  -4.71155  -0.66101  0.32018
C  -5.13986  -1.46123  -0.89461
C  3.85186  1.18797  -2.38921
C  1.81080  -1.38425  3.19043
C  -3.49108  -0.84305  0.98832
B  -1.33897  -1.62816  -0.27176
B  2.20812  1.56625  0.94323
H  -2.81790  -1.24426  4.61428
H  -3.99473  1.91697  -6.45050
H  -2.38720  -2.40538  3.35601
H  0.21787  -5.90816  -0.57023
H  4.52684  1.38810  -3.20195
H  5.76101  3.77252  2.66083
H  3.78566  4.07356  4.54865
H  2.64888  -4.39230  1.91002
H  -4.81142  0.20002  -2.25165
H  3.53560  -4.54907  0.40656
H  0.57639  -3.85885  0.75647
H  1.13812  -2.47112  -4.89340
H  -5.97527  -3.11357  0.27206
H  4.42767  2.59776  -0.74009
H  -2.01909  2.21564  -7.90239
H  0.92899  4.15436  1.39849
H  3.42272  -3.85401  -1.58279
H  -4.29130  -2.04421  -1.24071
H  0.24542  1.77483  -7.02282
H  -6.54280  0.44312  0.31675
H  0.22418  -2.42854  2.01352
H  -7.15244  -1.89538  -0.19900
H  -5.99071  1.79223  2.29466
H  -0.48634  -3.63726  -5.68831
H  -2.67187  -1.69871  -2.48678
H  -2.85138  -3.43720  -2.76218
H  -2.21087  1.80395  -0.39160
H  3.18373  0.37238  3.37481
H  -6.54363  -3.03723  -1.39940
H  1.64449  2.80481  3.43099
H  -1.27944  1.75346  2.89791
H  3.00682  -2.95528  0.94432
H  -1.42775  -4.61130  -4.56092
H  -6.51497  -0.05505  -1.83701
H  -3.76756  -3.55308  0.79780
H  -0.30526  0.67922  3.92294
H  -1.95869  -4.84170  -0.72747
H  -1.10482  -1.57542  -4.43625
H  -2.23700  -3.46292  -5.62921
H  -1.16387  -0.64829  2.13387
H  -3.69532  1.17327  -4.10073
H  -3.84663  1.44746  3.45553
H  1.96174  -6.13862  -0.69589
H  0.53328  1.01533  -4.68011
H  3.30346  -3.07354  -3.91768
H  -1.12763  -1.70485  4.38730
H  2.50011  -0.46502  -3.08206
H  1.16829  -6.24890  0.88039
H  -5.71548  -1.15315  -2.95384
H  -3.37284  -2.28737  -3.98381
H  1.96942  -1.98429  4.06848
H  -1.70270  4.29269  0.65373
H  -1.90605  1.17820  4.44564